The following is a quantum chemistry calculation of the ion C3H3O3 with charge +1 in a non-equilibrium geometry, from OMol25.

The value obtained for the gap between HOMO and LUMO is 10.6 eV. The calculation puts the total energy at -341.3784 Eh. Its highest occupied orbital energy is -15.5 eV. The calculation puts the energy relative to the best compared isomer or geometry (same formula, charge and spin) at 341.8 kJ/mol. Its strongest force on any atom is 0.090 hartree/bohr.

Geometry as ORCA input:
```
! wB97M-V def2-TZVPD RIJCOSX def2/J DEFGRID3
* xyz 1 1
C 1.154 -0.061 0.041
C 2.231 0.408 0.279
C -1.170 0.283 -0.219
O 0.244 -0.591 -0.738
O -1.812 -0.625 0.343
O -1.150 1.384 -0.480
H 2.936 1.097 0.525
H 0.093 -1.640 -0.559
H -2.527 -0.254 0.807
*
```